Run A
Here is C31H20CaCl2N5O5 as an isolated structure from the OMol25 dataset. Energies are from wB97M-V/def2-TZVPD.

Atoms and positions in Å:
Ca (0.3143, 0.0800, -0.2504)
C (1.3430, 3.9127, -2.4918)
C (0.1027, 4.3784, -2.8909)
C (-1.0056, 3.5644, -2.7152)
C (-0.8457, 2.3130, -2.1305)
N (0.3564, 1.8745, -1.7278)
C (1.4178, 2.6534, -1.9164)
C (-1.9896, 1.3816, -1.9355)
C (-3.2348, 1.6047, -2.5168)
C (-4.2295, 0.6589, -2.3469)
C (-3.9533, -0.5011, -1.6462)
C (-2.6814, -0.6641, -1.1077)
N (-1.7474, 0.2824, -1.2193)
C (-2.2625, -1.9157, -0.4220)
C (-3.0204, -3.0817, -0.4681)
C (-2.5388, -4.2231, 0.1519)
C (-1.3243, -4.1675, 0.8174)
C (-0.6366, -2.9638, 0.8264)
N (-1.0814, -1.8735, 0.2081)
H (2.2320, 4.5140, -2.6170)
H (-0.0096, 5.3584, -3.3345)
H (-1.9780, 3.9177, -3.0239)
H (2.3675, 2.2532, -1.5840)
H (-3.4345, 2.4858, -3.1069)
H (-5.2098, 0.8144, -2.7767)
H (-4.7152, -1.2570, -1.5341)
H (-3.9681, -3.1159, -0.9842)
H (-3.1110, -5.1407, 0.1189)
H (-0.9238, -5.0353, 1.3221)
H (0.2960, -2.8519, 1.3690)
O (3.8306, -0.4725, 1.7103)
C (2.9761, -0.3313, 0.7104)
O (2.6646, 0.7527, 0.2375)
C (2.7246, -1.6086, -0.0365)
C (3.4435, -2.7842, 0.1470)
C (3.1870, -3.8382, -0.7128)
C (2.2081, -3.7079, -1.6922)
C (1.5067, -2.5139, -1.7595)
N (1.7844, -1.4898, -0.9610)
C (0.3626, -2.2142, -2.6942)
O (-0.2304, -3.2379, -3.3129)
O (-0.0388, -1.0910, -2.8461)
H (3.9846, 0.3879, 2.1264)
H (4.1853, -2.8580, 0.9286)
H (3.7483, -4.7589, -0.6292)
H (2.0348, -4.5184, -2.3884)
H (0.1941, -4.0840, -3.1357)
Cl (2.1401, -1.6659, 4.2205)
C (1.5397, -0.0720, 3.9036)
C (1.5609, 0.8646, 4.9429)
C (1.0070, 2.1012, 4.7692)
Cl (1.0513, 3.2432, 6.0694)
C (0.3803, 2.4407, 3.5491)
C (-0.2633, 3.6741, 3.3211)
C (-0.8754, 3.9037, 2.1214)
C (-0.8300, 2.9066, 1.1380)
N (-0.2275, 1.7492, 1.2994)
C (0.3760, 1.4903, 2.4916)
C (0.9858, 0.1959, 2.6511)
O (1.0247, -0.6440, 1.6590)
H (2.0043, 0.5940, 5.8912)
H (-0.2693, 4.4184, 4.1048)
H (-1.3870, 4.8353, 1.9250)
H (-1.3123, 3.0763, 0.1839)

Computed properties:
HOMO level   -9.72 eV
Total charge   +1
Lowest unoccupied orbital energy   -3.0064 eV
HOMO-LUMO gap   0.247 Ha

***

Run B
Here is C31H20CaCl2N5O5 as an isolated structure from the OMol25 dataset. Energies are from wB97M-V/def2-TZVPD.

Atoms and positions in Å:
Ca (0.3273, -0.1335, 0.1829)
C (3.8301, 2.1449, 1.9522)
C (4.0071, 3.1882, 1.0591)
C (3.2973, 3.1647, -0.1305)
C (2.4119, 2.1138, -0.3802)
N (2.2331, 1.1236, 0.4996)
C (2.9328, 1.1350, 1.6197)
C (1.6453, 2.0188, -1.6374)
C (1.9131, 2.8393, -2.7378)
C (1.2019, 2.6420, -3.9081)
C (0.2784, 1.6151, -3.9729)
C (0.0741, 0.8312, -2.8348)
N (0.7183, 1.0687, -1.6975)
C (-0.8164, -0.3438, -2.8416)
C (-1.3266, -0.8919, -4.0205)
C (-2.1025, -2.0367, -3.9530)
C (-2.3715, -2.5883, -2.7102)
C (-1.8388, -1.9663, -1.5880)
N (-1.0674, -0.8949, -1.6543)
H (4.3734, 2.1178, 2.8837)
H (4.6847, 4.0024, 1.2712)
H (3.4307, 3.9661, -0.8383)
H (2.7764, 0.2972, 2.2851)
H (2.6696, 3.6057, -2.7046)
H (1.3801, 3.2667, -4.7685)
H (-0.2521, 1.4300, -4.8919)
H (-1.1250, -0.4477, -4.9809)
H (-2.4963, -2.4806, -4.8549)
H (-2.9775, -3.4762, -2.6180)
H (-2.0583, -2.3284, -0.5923)
O (-0.7579, -2.3149, 3.3978)
C (-0.0037, -1.8413, 2.4136)
O (0.6970, -0.8447, 2.5262)
C (0.2307, -2.8253, 1.3207)
C (-0.1195, -4.1776, 1.3800)
C (0.2876, -4.9958, 0.3406)
C (0.9758, -4.4476, -0.7366)
C (1.2105, -3.0755, -0.7337)
N (0.8719, -2.3065, 0.2896)
C (1.8452, -2.2943, -1.8411)
O (1.9248, -2.8658, -3.0430)
O (2.2303, -1.1691, -1.6687)
H (-0.8530, -1.6571, 4.1045)
H (-0.6737, -4.5683, 2.2195)
H (0.0801, -6.0562, 0.3662)
H (1.3386, -5.0924, -1.5240)
H (1.6507, -3.7933, -3.0563)
Cl (-3.6749, -2.1190, 2.6206)
C (-3.1306, -0.4823, 2.7247)
C (-3.7724, 0.3848, 3.6067)
C (-3.3866, 1.7018, 3.6858)
Cl (-4.1810, 2.7573, 4.7983)
C (-2.3498, 2.1956, 2.8656)
C (-1.9338, 3.5404, 2.8623)
C (-0.9323, 3.9290, 2.0126)
C (-0.3376, 2.9665, 1.1845)
N (-0.6934, 1.7044, 1.1655)
C (-1.6851, 1.2962, 1.9801)
C (-2.0630, -0.0869, 1.9087)
O (-1.4220, -0.9078, 1.1493)
H (-4.5782, 0.0133, 4.2191)
H (-2.4083, 4.2408, 3.5334)
H (-0.5968, 4.9528, 1.9819)
H (0.4568, 3.2560, 0.5084)

Computed properties:
HOMO level   -9.73 eV
Total charge   +1
Lowest unoccupied orbital energy   -3.0045 eV
HOMO-LUMO gap   0.247 Ha

***

Most stable one: run A, least stable one: run B.

***

Run A
Here is a 4-piece molecular cluster, C6H19NO4 overall from the OMol25 dataset. Energies are from wB97M-V/def2-TZVPD.

Atoms and positions in Å:
C (-2.2096, 0.1112, 1.4193)
C (-2.2125, -0.3684, 0.1457)
C (-2.1381, 0.5864, -0.9689)
C (-1.0737, 0.3983, -2.0626)
C (0.2584, 1.0293, -1.6001)
N (0.9694, -0.0009, -0.7834)
C (2.1786, -0.4904, -1.4158)
O (2.6371, -1.5344, -0.4922)
H (-2.1031, -0.6265, 2.2331)
H (-2.1176, 1.0718, 1.6100)
H (-2.3303, -1.3782, -0.0750)
H (-3.0593, 0.5033, -1.5145)
H (-2.1149, 1.7118, -0.5606)
H (-0.7917, -0.6816, -2.2196)
H (-1.5620, 0.7670, -2.9707)
H (0.9061, 1.3101, -2.4812)
H (0.1007, 1.9212, -1.1016)
H (1.2187, 0.6074, 0.0875)
H (3.2416, 0.0996, -1.4883)
H (1.9786, -0.9421, -2.3553)
H (2.0017, -2.2142, -0.5447)
O (0.9225, 2.2023, 1.0977)
H (1.7525, 2.4545, 1.5063)
H (0.6288, 1.3580, 1.4489)
O (0.1617, -0.1628, 3.1946)
H (0.3001, -0.6528, 4.0137)
H (0.6224, -0.7201, 2.5750)
O (0.8743, -1.9756, 1.3286)
H (0.3998, -2.7564, 1.5043)
H (0.5599, -1.6278, 0.4699)

Computed properties:
HOMO level   -8.94 eV
Total charge   0
SMILES string   C=CCCCNCO.O.O.O
Lowest unoccupied orbital energy   0.6422 eV
HOMO-LUMO gap   0.352 Ha

***

Run B
Here is a 4-piece molecular cluster, C6H19NO4 overall from the OMol25 dataset. Energies are from wB97M-V/def2-TZVPD.

Atoms and positions in Å:
C (0.3799, -3.1116, 1.1863)
C (0.0936, -1.6611, 1.5731)
C (-1.1023, -1.1616, 1.0978)
C (-1.8899, 0.1304, 1.4886)
C (-0.8130, 1.1935, 1.1452)
N (-1.6813, 2.4625, 0.9197)
C (-0.0175, 1.0929, -0.0841)
O (1.0616, 1.9826, 0.1040)
H (1.0220, -3.4496, 1.9428)
H (-0.4283, -3.8585, 0.9526)
H (0.9350, -2.8153, 0.2124)
H (0.5417, -1.1216, 2.3273)
H (-1.8075, -1.5650, 0.2663)
H (-2.6964, 0.2493, 0.6804)
H (-2.3794, 0.3331, 2.4358)
H (-0.1279, 1.2652, 1.9760)
H (-1.4691, 3.3216, 1.5477)
H (-2.7156, 2.5050, 1.0625)
H (-0.5991, 1.4338, -0.8264)
H (0.4309, 0.0091, -0.4859)
H (1.7493, 1.7913, 0.8156)
O (0.4151, 4.4712, -1.6808)
H (0.0771, 4.6248, -0.8161)
H (0.1690, 3.5986, -2.0188)
O (0.1996, -2.4594, -2.7410)
H (0.7401, -2.5783, -1.9707)
H (0.6822, -2.8343, -3.5302)
O (3.4620, -1.3407, -2.3732)
H (2.7998, -0.5185, -2.4565)
H (2.9682, -1.9895, -2.7501)

Computed properties:
HOMO level   -8.72 eV
Total charge   0
SMILES string   C/C=C/C[C@H](N)CO.O.O.O
Lowest unoccupied orbital energy   0.3430 eV
HOMO-LUMO gap   0.333 Ha

***

Most stable one: run A, least stable one: run B.

***

Run A
Here is a 3-piece molecular cluster, C4H17N2O2 overall from the OMol25 dataset. Energies are from wB97M-V/def2-TZVPD.

Atoms and positions in Å:
C (2.1694, -0.4265, -0.0264)
N (3.0072, 0.5934, -0.7280)
C (0.7537, -0.3322, -0.6076)
N (0.3321, 1.1059, -0.6353)
C (-1.0593, -2.2101, -0.5468)
C (-0.2459, -1.1777, 0.2218)
H (2.2078, -0.2841, 1.0531)
H (2.5193, -1.4348, -0.2480)
H (3.4990, 1.0856, 0.0082)
H (3.6649, 0.1302, -1.3414)
H (0.7561, -0.7341, -1.6169)
H (1.0181, 1.6940, -0.1640)
H (0.3171, 1.4999, -1.5766)
H (-0.5935, 1.2808, -0.2495)
H (-0.3650, -2.8124, -1.1401)
H (-1.9264, -1.8996, -1.1211)
H (-1.3988, -2.9142, 0.2163)
H (-0.8436, -0.6293, 0.9621)
H (0.3874, -1.7002, 0.9529)
H (0.0323, 4.5556, 0.4816)
H (-1.2785, 3.9559, 0.1420)
O (-0.3499, 3.7078, 0.2328)
H (-4.1069, -1.2252, 2.6961)
H (-4.6283, -0.8595, 1.2307)
O (-3.8684, -0.9692, 1.8043)

Computed properties:
HOMO level   -13.81 eV
Total charge   +1
Lowest unoccupied orbital energy   -2.8308 eV
HOMO-LUMO gap   0.404 Ha

***

Run B
Here is a 3-piece molecular cluster, C4H17N2O2 overall from the OMol25 dataset. Energies are from wB97M-V/def2-TZVPD.

Atoms and positions in Å:
C (-0.2171, -1.8706, 0.8133)
N (0.3830, -2.0044, 2.1352)
C (0.4279, -0.6644, 0.0915)
N (-0.1589, 0.6687, 0.4871)
C (0.4999, 0.6014, -2.2756)
C (0.3983, -0.7563, -1.4120)
H (-1.2717, -1.6677, 0.9926)
H (0.0277, -2.8079, 0.1934)
H (-0.2399, -2.0305, 2.9155)
H (1.2487, -2.4944, 2.2187)
H (1.4239, -0.7225, 0.5715)
H (-1.0606, 0.7976, -0.0155)
H (-0.4261, 0.7635, 1.4626)
H (0.5208, 1.4558, 0.4064)
H (0.1635, 0.3816, -3.2978)
H (1.5674, 0.9030, -2.2300)
H (-0.2100, 1.3078, -1.8322)
H (-0.3769, -1.3153, -1.9037)
H (1.3423, -1.2713, -1.6898)
H (-3.3349, 1.4577, -0.8957)
H (-3.4683, 0.0305, -0.8276)
O (-2.9176, 0.7196, -0.4238)
H (2.5450, 2.7964, 1.1841)
H (2.1077, 2.4161, -0.3135)
O (1.8433, 2.4723, 0.6105)

Computed properties:
HOMO level   -12.64 eV
Total charge   +1
Lowest unoccupied orbital energy   -2.7113 eV
HOMO-LUMO gap   0.365 Ha

***

Most stable one: run A, least stable one: run B.